Entry from OMol25: a structure of composition C27H41CrFN3OP2Si at a distorted geometry (ωB97M-V/def2-TZVPD).

Its multiplicity is 2. For the total energy, the calculation gives -3409.45350 hartree.

Each line ends with the Löwdin charge.
Geometry (Å):
Cr (0.2608, 0.0282, -0.0185)  0.53
C (3.8915, 1.6158, -0.0823)  -0.18
Si (2.5140, 2.8695, -0.0682)  0.41
C (2.7927, 3.8871, 1.4909)  -0.17
C (2.8253, 3.9070, -1.6091)  -0.17
N (0.8849, 2.2502, -0.0702)  -0.10
C (-0.1059, 3.1849, -0.0819)  -0.33
C (-0.0606, 4.6057, -0.1276)  -0.05
C (-1.2091, 5.3827, -0.1318)  -0.10
C (-2.4847, 4.8303, -0.0880)  -0.12
C (-2.5892, 3.4443, -0.0372)  -0.04
C (-1.4243, 2.7318, -0.0373)  -0.21
F (-1.4978, 1.3388, 0.0210)  -0.13
H (4.8395, 2.1481, -0.0569)  0.04
H (3.8551, 1.0177, -0.9954)  0.03
H (3.8469, 0.9411, 0.7439)  0.00
H (3.8269, 4.2405, 1.5391)  0.03
H (2.6123, 3.2663, 2.3711)  0.03
H (2.1408, 4.7550, 1.5627)  0.01
H (3.8674, 4.2397, -1.6257)  0.03
H (2.1942, 4.7891, -1.6937)  0.01
H (2.6579, 3.2960, -2.4992)  0.03
H (0.8917, 5.1059, -0.1622)  0.07
H (-1.1020, 6.4603, -0.1698)  0.10
H (-3.3694, 5.4508, -0.0920)  0.09
H (-3.5448, 2.9369, 0.0013)  0.11
C (-3.3936, -0.9478, 1.0781)  -0.24
P (-1.9697, -1.3300, 0.0044)  0.98
C (-1.7551, -3.1278, 0.3306)  -0.40
N (-2.8168, -3.8665, 0.5297)  0.14
C (-2.6286, -5.2076, 0.6227)  -0.20
C (-3.7414, -6.0565, 0.8274)  -0.01
C (-3.5605, -7.4075, 0.8790)  -0.07
C (-2.2690, -7.9694, 0.7284)  -0.07
C (-1.1809, -7.1711, 0.5300)  -0.01
C (-1.3408, -5.7666, 0.4757)  -0.20
N (-0.2494, -4.9748, 0.3129)  0.15
C (-0.4400, -3.6784, 0.2886)  -0.38
P (0.9106, -2.4241, 0.1308)  0.96
C (2.0657, -3.2440, -1.0031)  -0.22
C (1.7406, -2.5801, 1.8200)  -0.67
C (2.0366, -4.0253, 2.2355)  -0.09
C (0.7727, -1.9605, 2.8290)  -0.09
C (3.0713, -1.8107, 1.8441)  -0.08
C (-2.6821, -1.3825, -1.7387)  -0.69
C (-3.0071, 0.0442, -2.1926)  -0.09
C (-1.5955, -1.9613, -2.6521)  -0.10
C (-3.9479, -2.2316, -1.8654)  -0.09
H (-4.2234, -1.6339, 0.9203)  0.03
H (-3.7109, 0.0779, 0.8901)  0.04
H (-3.0759, -1.0177, 2.1191)  0.05
H (-4.7187, -5.6040, 0.9321)  0.12
H (-4.4095, -8.0601, 1.0332)  0.11
H (-2.1486, -9.0437, 0.7740)  0.11
H (-0.1841, -7.5768, 0.4180)  0.12
H (2.3339, -4.2316, -0.6343)  0.04
H (2.9557, -2.6232, -1.1034)  0.05
H (1.6031, -3.3448, -1.9854)  0.05
H (1.1513, -4.6400, 2.3356)  0.06
H (2.5328, -3.9984, 3.2106)  0.09
H (2.7152, -4.5213, 1.5414)  0.08
H (-0.1786, -2.4995, 2.8704)  0.08
H (0.5654, -0.9120, 2.5945)  0.07
H (1.2139, -1.9924, 3.8285)  0.09
H (3.7983, -2.2256, 1.1447)  0.09
H (3.4777, -1.9207, 2.8536)  0.09
H (2.9719, -0.7826, 1.6589)  0.03
H (-2.1359, 0.6984, -2.1774)  0.07
H (-3.7898, 0.5005, -1.5832)  0.08
H (-3.3717, 0.0018, -3.2218)  0.09
H (-0.6770, -1.3705, -2.6139)  0.07
H (-1.9562, -1.9618, -3.6835)  0.09
H (-1.3476, -2.9926, -2.3870)  0.08
H (-4.7630, -1.8478, -1.2511)  0.08
H (-3.7820, -3.2721, -1.5971)  0.06
H (-4.2801, -2.2005, -2.9071)  0.09
O (1.8151, -0.1564, -0.1562)  -0.51